Entry 1:
DFT (ωB97M-V with the def2-TZVPD basis set) results for a molecular structure, C7H4ClKN2O10S in a non-equilibrium geometry.

The value obtained for the gap between HOMO and LUMO is 8.368 eV. The relative energy (zero: lowest compared OMol25 entry of this formula, charge and spin) is 70.1 kJ/mol. For the LUMO energy, the calculation gives 4.71 eV. As for the HOMO energy: -3.657 eV. Its total charge is -2.

```
26
C7H4ClKN2O10S ωB97M-V with the def2-TZVPD basis set
K -0.252 -0.940 -0.832
Cl -3.281 -0.155 0.159
S 1.108 -5.164 2.398
O 0.122 -0.766 -3.226
O -4.639 -0.450 0.541
O 0.411 -6.260 1.764
O 2.132 -5.520 3.353
O 0.607 0.968 -2.008
O 1.230 -1.868 0.836
O 0.933 1.018 -4.148
O -2.501 -1.408 0.037
O -3.217 0.530 -1.127
O -2.629 0.669 1.180
N 1.614 -4.085 1.341
N 0.560 0.419 -3.145
C -0.958 -4.443 4.222
C -1.809 -3.428 4.645
C -0.038 -2.902 2.604
C -1.782 -2.169 4.044
C -0.889 -1.892 3.015
C -0.084 -4.144 3.191
C 1.013 -2.882 1.494
H -2.517 -3.632 5.442
H -2.479 -1.404 4.361
H -0.996 -5.425 4.676
H -0.901 -0.925 2.526
```

---

Entry 2:
DFT (ωB97M-V with the def2-TZVPD basis set) results for a molecular structure, C53H56BrGeMnN4O5Se in a non-equilibrium geometry.

The value obtained for the gap between HOMO and LUMO (spin up / spin down) is 5.988 / 6.518 eV. The relative energy (zero: lowest compared OMol25 entry of this formula, charge and spin) is 83.0 kJ/mol. For the LUMO energy (spin up / spin down), the calculation gives 1.75 / 1.67 eV. Its expectation value of S² is 8.7663. As for the HOMO energy (spin up / spin down): -4.235 / -4.849 eV. Its spin multiplicity is 6. Its total charge is -1.

```
122
C53H56BrGeMnN4O5Se ωB97M-V with the def2-TZVPD basis set
Br -0.429 -1.399 0.594
Se 0.799 1.764 2.731
Ge -1.691 1.488 -3.589
Mn 1.751 -0.652 -0.160
O 2.380 2.225 -2.300
O 3.884 -0.036 -1.681
O 3.129 0.357 0.929
O 1.026 0.861 -1.156
O 1.868 -2.034 -2.055
N -0.544 -0.464 3.906
N 3.190 -2.438 1.661
N -1.844 0.781 2.644
N 2.636 -2.273 0.512
C -3.620 -2.502 4.343
C -0.690 2.019 -5.217
C 3.714 -1.429 2.367
C 0.587 -1.031 6.022
C 4.633 0.847 2.638
C -3.495 2.211 -3.984
C -4.890 4.163 -4.325
C -2.684 3.047 2.112
C -0.816 2.329 -7.621
C -1.796 -1.054 3.911
C 0.676 2.291 -5.280
C 2.125 -1.684 -3.406
C 2.712 -5.613 -2.018
C -1.423 2.045 -6.407
C -2.094 -3.256 -3.733
C -1.822 -2.542 -4.893
C -2.264 -2.582 -2.533
C -0.572 0.642 3.110
C 2.991 -5.778 -0.671
C -5.802 1.968 -4.667
C 4.801 -3.408 5.359
C 1.300 1.951 -1.746
C 5.816 -1.237 5.475
C -4.578 1.407 -4.327
C -1.856 -0.475 -3.642
C 5.636 -2.488 6.007
C 0.545 2.598 -7.667
C 4.181 -3.066 4.181
C 0.162 2.979 -1.739
C -4.139 3.693 0.113
C 2.601 -3.424 -0.281
C -2.157 -1.199 -2.493
C -1.218 2.322 -1.842
C 2.346 -4.364 -2.502
C 2.072 0.994 6.437
C -3.973 -0.535 2.971
C 0.695 0.370 6.627
C 2.938 -4.698 0.189
C -2.219 1.693 1.585
C 4.352 -1.790 3.615
C 0.638 -1.053 4.493
C -2.273 -2.207 4.511
C -1.699 -1.161 -4.845
C -2.926 4.040 0.976
C 1.284 2.583 -6.495
C -2.628 -0.248 3.127
C 5.316 0.458 3.744
C 5.172 -0.852 4.283
C -4.458 -1.673 3.602
C 2.265 -3.282 -1.645
C -5.958 3.346 -4.672
C -3.671 3.594 -3.988
C 3.779 -0.052 1.933
H 5.968 1.162 4.247
H -6.911 3.782 -4.948
H 6.136 -2.770 6.926
H -5.047 3.669 0.719
H -4.274 4.437 -0.673
H 1.793 -0.655 -3.523
H -3.596 2.927 2.707
H -1.694 -3.064 -5.835
H 1.502 -0.498 4.132
H 0.478 0.291 7.697
H -4.624 0.102 2.387
H 2.224 1.300 5.402
H 1.287 2.280 -4.387
H -4.025 -3.394 4.802
H -5.506 -1.925 3.509
H 2.181 1.881 7.065
H -1.337 1.838 0.958
H -2.834 4.235 -3.728
H -6.634 1.328 -4.936
H 0.255 3.492 -0.776
H 3.193 -1.752 -3.617
H 2.126 -4.250 -3.555
H -2.465 -3.127 -1.620
H 0.719 -2.081 4.128
H 1.025 2.818 -8.613
H 3.444 0.801 -1.965
H 2.854 0.282 6.705
H -4.019 2.721 -0.367
H 4.706 1.858 2.260
H 4.648 -4.392 5.786
H 2.773 -6.453 -2.697
H -1.900 3.436 2.764
H 3.257 -6.757 -0.290
H 1.554 -2.311 -4.089
H -1.292 1.548 -1.076
H -2.284 -0.690 -1.545
H -2.992 1.201 0.993
H -5.006 5.240 -4.327
H -2.005 3.054 -1.643
H -2.032 4.078 0.347
H -3.071 5.036 1.403
H 6.454 -0.515 5.972
H 0.331 3.698 -2.541
H -0.350 -1.489 6.352
H 1.413 -1.649 6.387
H 3.542 -3.768 3.663
H 3.174 -4.805 1.237
H -4.457 0.329 -4.327
H -2.488 1.844 -6.374
H 4.421 0.236 -0.932
H -0.065 1.021 6.186
H -1.407 2.340 -8.529
H -1.466 -0.612 -5.751
H -1.628 -2.860 5.082
H 2.346 2.797 -6.521
H -2.166 -4.336 -3.760
```

---

Entry 3:
DFT (ωB97M-V with the def2-TZVPD basis set) results for a single C4H3ClFNO molecule in a non-equilibrium geometry.

The value obtained for the gap between HOMO and LUMO is 10.603 eV. The relative energy (zero: lowest compared OMol25 entry of this formula, charge and spin) is 43.6 kJ/mol. For the LUMO energy, the calculation gives 0.80 eV. As for the HOMO energy: -9.799 eV. The SMILES is F[C@@H](Cl)c1ncco1.

```
11
C4H3ClFNO ωB97M-V with the def2-TZVPD basis set
Cl 2.631 -1.024 -0.722
F 0.633 -1.450 -2.151
O -0.038 -0.266 1.041
N -0.304 0.928 -0.826
C -0.842 0.759 1.389
C 0.851 -1.278 -0.909
C 0.161 -0.140 -0.271
C -1.004 1.526 0.278
H -1.430 2.479 0.076
H 0.611 -2.213 -0.310
H -1.269 0.681 2.404
```

---

Entry 4:
DFT (ωB97M-V with the def2-TZVPD basis set) results for 2 unconnected molecules or ions with the total composition C8H12N3 in a non-equilibrium geometry.

The value obtained for the gap between HOMO and LUMO is 9.393 eV. The relative energy (zero: lowest compared OMol25 entry of this formula, charge and spin) is 40.1 kJ/mol. For the LUMO energy, the calculation gives -3.62 eV. As for the HOMO energy: -13.015 eV. Its total charge is +1.

```
23
C8H12N3 ωB97M-V with the def2-TZVPD basis set
N -0.337 1.584 -0.062
N 0.222 0.705 2.032
N -2.538 0.323 1.498
C 2.332 -1.646 -2.064
C 0.267 0.712 0.730
C 1.000 -0.250 -0.030
C 1.938 -1.168 0.347
C -0.137 1.272 -1.488
C 1.466 -0.571 -2.403
C 2.502 -1.928 -0.639
C 0.805 0.122 -1.414
H 2.433 -1.266 1.275
H -2.809 0.009 2.558
H -0.123 1.431 2.566
H 2.837 -2.174 -2.767
H -2.964 1.242 1.665
H 3.213 -2.643 -0.214
H 0.307 2.007 -2.009
H -3.256 -0.110 0.954
H -0.949 2.248 0.261
H -1.030 0.979 -1.977
H 1.467 -0.415 -3.411
H 0.908 0.052 2.497
```

---

Entry 5:
DFT (ωB97M-V with the def2-TZVPD basis set) results for 2 unconnected molecules or ions with the total composition CH6OP2 in a non-equilibrium geometry.

The value obtained for the gap between HOMO and LUMO is 8.607 eV. The relative energy (zero: lowest compared OMol25 entry of this formula, charge and spin) is 169.8 kJ/mol. For the LUMO energy, the calculation gives -0.30 eV. As for the HOMO energy: -8.903 eV. The SMILES is O=P.CP.

```
10
CH6OP2 ωB97M-V with the def2-TZVPD basis set
P -2.028 2.191 -1.947
P -0.153 -0.102 -0.795
O -1.910 1.797 -3.340
C 0.626 -0.466 0.831
H 1.040 0.382 -1.339
H 0.247 -1.471 1.065
H 0.477 0.238 1.683
H 0.096 -1.395 -1.476
H -1.065 3.272 -1.838
H 1.677 -0.448 0.561
```

---

Entry 6:
DFT (ωB97M-V with the def2-TZVPD basis set) results for a single C4H9FN2S molecule in a non-equilibrium geometry.

The value obtained for the gap between HOMO and LUMO is 9.701 eV. The relative energy (zero: lowest compared OMol25 entry of this formula, charge and spin) is 149.3 kJ/mol. For the LUMO energy, the calculation gives 0.87 eV. As for the HOMO energy: -8.827 eV. The SMILES is C=NSC[C@H](N)CF.

```
17
C4H9FN2S ωB97M-V with the def2-TZVPD basis set
S -1.029 0.369 -1.285
F 2.623 -1.992 0.427
N -0.493 -0.680 1.863
N -1.050 1.964 -0.653
C 0.469 -0.155 -0.503
C -1.931 2.856 -0.919
C 0.366 -1.084 0.740
C 1.777 -1.361 1.311
H -2.781 2.581 -1.540
H -0.411 0.323 2.005
H 0.047 -2.057 0.387
H 2.234 -0.440 1.627
H 1.107 -0.579 -1.218
H 1.651 -2.016 2.156
H -1.773 3.853 -0.550
H 0.953 0.739 -0.055
H -1.477 -0.912 1.669
```

---

Question: Which of these has the highest relative energy (zero: lowest compared OMol25 entry of this formula, charge and spin)?
Answer: CH6OP2

---

Question: relative energy (zero: lowest compared OMol25 entry of this formula, charge and spin) of number 3 (C4H3ClFNO)?
Answer: 43.6 kJ/mol

---

Question: What is the relative energy (zero: lowest compared OMol25 entry of this formula, charge and spin) in the first record?
Answer: 70.1 kJ/mol